# C2H5IP2

A single C2H5IP2 molecule (ωB97M-V with the def2-TZVPD basis set, OMol25).

```
10
Properties=species:S:1:pos:R:3:forces:R:3
I -0.57988 2.73565 0.96383 -0.005 -0.400 -0.294
P -0.87572 -2.17497 -0.85933 0.311 -0.702 0.146
P -1.16508 -0.18627 -0.56658 1.098 2.160 0.251
C -0.00179 0.87678 0.17029 -0.284 -2.598 0.205
C 1.32279 0.24489 0.78124 -0.359 -0.395 -0.437
H -1.45633 -2.41862 -2.14702 -0.095 0.697 0.313
H 2.01366 -0.10397 -0.06314 -0.939 0.641 1.021
H 1.77836 1.10339 1.33636 0.009 -1.227 -0.264
H -2.20954 0.64183 -1.05596 0.215 -0.343 0.090
H 1.17354 -0.71871 1.44032 0.049 2.167 -1.030
```
Positions in Å, forces in eV/Å.

As for the total charge: 0. The value obtained for the orbital gap (alpha / beta) is 7.07 / 7.07 eV. As for the spin multiplicity: 1. The calculation puts the LUMO energy (alpha / beta) at -0.57 / -0.57 eV.

***

# C2H5IS

C2H5IS as an isolated structure (ωB97M-V with the def2-TZVPD basis set, OMol25).

```
9
Properties=species:S:1:pos:R:3:forces:R:3
I 1.50219 -1.25299 -1.47116 -0.555 1.324 0.054
S -1.57840 -0.24619 -1.08504 -1.408 -0.304 -0.626
C 0.04632 0.29185 -0.95615 0.805 -5.270 5.094
C 0.27763 0.34342 1.33142 -0.365 0.291 -2.458
H 0.17281 1.25662 -1.14645 1.192 3.818 -1.114
H -0.63379 0.82114 1.69508 0.320 0.496 -0.427
H -1.32389 -1.44900 -1.60640 -0.142 -0.045 -0.044
H 1.22150 0.85265 1.42307 0.014 0.479 0.174
H 0.31563 -0.61750 1.81564 0.139 -0.790 -0.652
```
Positions in Å, forces in eV/Å.

As for the total charge: 0. The value obtained for the orbital gap is 8.04 eV. As for the spin multiplicity: 1. The calculation puts the LUMO energy at -0.10 eV.

***

# C2H5IS

A 2-piece molecular cluster, C2H5IS overall (ωB97M-V with the def2-TZVPD basis set, OMol25).

```
9
Properties=species:S:1:pos:R:3:forces:R:3
I -3.28757 -0.08733 -0.05270 0.203 0.111 0.042
S 1.92468 -0.19250 0.37280 0.294 0.041 0.141
C 0.41123 -0.91326 0.01154 -1.431 1.344 0.173
C -1.44902 0.82688 0.27595 1.092 -1.416 -0.251
H 0.17646 -1.14287 -1.01073 -0.075 -0.108 -0.132
H 2.18483 0.28016 -0.84825 0.034 0.066 -0.083
H -1.15434 1.52383 -0.48785 0.003 0.086 -0.165
H 0.02309 -1.55910 0.77773 -0.089 -0.128 0.088
H -1.26068 1.10973 1.29591 -0.032 0.003 0.187
```
Positions in Å, forces in eV/Å.

As for the total charge: 0. The value obtained for the orbital gap (alpha / beta) is 8.13 / 7.64 eV. As for the spin multiplicity: 1. The calculation puts the LUMO energy (alpha / beta) at 0.25 / 0.05 eV.

***

| no. | calculated total energy (eV) |
| --- | --- |
| 1 | -28830.140 |
| 2 | -21087.532 |
| 3 | -21087.604 |